Entry from OMol25: a molecular structure, C30H57CuN14PSSe (wB97M-V/def2-TZVPD).

Computed properties:
Multiplicity: 2
Maximum force (eV Å⁻¹): 0.7
Expectation value of S²: 0.756
Energy above the lowest of the compared OMol25 structures with the same formula, charge and spin (kcal per mole): 11.4
Charge: +2

CARTESIAN COORDINATES (ANGSTROEM)
Cu  -2.45916  0.99878  -0.85341
N  -1.93604  1.98067  0.95628
C  -2.12376  3.42505  1.26024
C  -1.02907  4.29596  0.65653
C  -1.16956  4.64277  -0.82476
C  -1.09964  3.46434  -1.78593
N  -2.40931  2.73100  -1.84479
H  -2.48013  1.43382  1.61811
H  -0.95847  1.71528  1.12119
H  -2.11900  3.55730  2.34204
H  -3.11108  3.73636  0.90756
H  -0.06173  3.81403  0.82746
H  -1.01301  5.23079  1.21849
H  -0.37360  5.33867  -1.09207
H  -2.11016  5.18270  -0.98768
H  -0.32153  2.76166  -1.47877
H  -0.85190  3.81239  -2.78701
H  -2.64051  2.52099  -2.80955
H  -3.15418  3.33044  -1.49870
N  -3.21817  -2.50634  2.95157
N  -2.78118  -1.98146  1.77337
N  -2.08004  -2.69539  0.92068
C  -1.97041  -1.85451  -0.09678
N  -2.60982  -0.70545  0.15718
N  -3.11686  -0.79839  1.38596
H  -2.59965  -3.23402  3.27579
H  -3.46942  -1.78577  3.61093
H  -1.43194  -2.04615  -1.01450
S  -0.01312  -0.39575  -2.78024
C  0.78880  -1.90376  -2.83830
N  1.22947  -2.47753  -1.71564
C  1.93199  -3.76154  -1.67313
C  1.45751  -4.61786  -2.83251
C  1.64963  -3.84186  -4.12309
N  0.99436  -2.53666  -3.99824
H  1.13587  -1.91620  -0.87527
H  1.71928  -4.23360  -0.71592
H  3.01082  -3.60115  -1.73818
H  0.39881  -4.85428  -2.69887
H  2.01264  -5.55287  -2.87230
H  1.20494  -4.36928  -4.96399
H  2.71268  -3.70841  -4.33261
H  0.72506  -2.03153  -4.82559
C  -3.69111  -1.46941  -5.66382
N  -3.86233  -0.02326  -5.52287
C  -5.25969  0.26180  -5.18627
N  -5.71548  -0.44620  -3.98895
C  -5.50197  -1.87939  -4.16881
N  -4.10351  -2.21402  -4.47165
C  -3.21742  -2.00339  -3.34583
P  -3.19341  -0.19739  -2.86448
C  -2.92797  0.53526  -4.56418
C  -5.05069  0.04505  -2.79193
H  -2.64711  -1.69090  -5.88966
H  -4.30789  -1.80265  -6.49781
H  -5.88356  -0.04422  -6.02509
H  -5.38047  1.33548  -5.03678
H  -6.11958  -2.21527  -5.00122
H  -5.81364  -2.41189  -3.26916
H  -2.19756  -2.29894  -3.59790
H  -3.55179  -2.59423  -2.49022
H  -1.90080  0.32076  -4.85684
H  -3.04358  1.62327  -4.53383
H  -5.26593  1.11080  -2.66881
H  -5.44492  -0.47056  -1.91287
C  1.47214  -0.82012  6.60066
C  1.15034  0.04463  5.38368
C  0.47103  -0.72415  4.24927
C  1.39815  -1.65995  3.47597
N  2.53156  -0.96902  2.86615
C  2.47030  -0.16585  1.77754
Se  0.97509  0.12151  0.70857
N  3.71349  0.31093  1.55459
C  4.10588  1.27476  0.52883
C  4.35753  2.66192  1.11071
C  3.12361  3.27154  1.76438
C  3.39046  4.67298  2.30686
C  4.59082  -0.19336  2.51483
C  5.95624  -0.01914  2.69168
C  6.54192  -0.69592  3.74682
C  5.78850  -1.52075  4.59026
C  4.42826  -1.69623  4.40262
C  3.84454  -1.01182  3.34527
H  1.89798  -0.21893  7.40402
H  2.19432  -1.60474  6.36817
H  0.56940  -1.29943  6.98652
H  2.06446  0.51464  5.00787
H  0.49119  0.85837  5.69221
H  0.02678  -0.02634  3.53714
H  -0.33906  -1.33687  4.66148
H  0.84854  -2.16053  2.67963
H  1.81038  -2.42171  4.13495
H  3.30340  1.30178  -0.20453
H  5.00199  0.88966  0.04193
H  4.69719  3.30347  0.29358
H  5.17008  2.61790  1.84062
H  2.78462  2.62512  2.58010
H  2.31753  3.29932  1.02620
H  4.18485  4.65571  3.05523
H  2.50094  5.09498  2.77773
H  3.70196  5.34969  1.50801
H  6.54176  0.61146  2.03547
H  7.60423  -0.58936  3.92078
H  6.28053  -2.03519  5.40474
H  3.85805  -2.34492  5.05287

Mulliken atomic charge list, values in e, 99 entries: number 1, Cu, carries -0.954; number 2, N, carries 0.110; number 3, C, carries -0.981; number 4, C, carries 0.017; number 5, C, carries -1.073; number 6, C, carries -0.176; number 7, N, carries -0.039; number 8, H, carries 0.413; number 9, H, carries -0.510; number 10, H, carries 0.497; number 11, H, carries 0.408; number 12, H, carries -0.148; number 13, H, carries 0.404; number 14, H, carries 0.466; number 15, H, carries 0.369; number 16, H, carries 0.030; number 17, H, carries 0.566; number 18, H, carries 0.204; number 19, H, carries 0.330; number 20, N, carries -0.638; number 21, N, carries 1.429; number 22, N, carries -0.853; number 23, C, carries -0.244; number 24, N, carries 0.840; number 25, N, carries -0.918; number 26, H, carries 0.314; number 27, H, carries 0.301; number 28, H, carries 0.394; number 29, S, carries -0.189; number 30, C, carries 0.209; number 31, N, carries 0.376; number 32, C, carries -0.568; number 33, C, carries -0.703; number 34, C, carries -0.696; number 35, N, carries -0.083; number 36, H, carries -0.497; number 37, H, carries 0.386; number 38, H, carries 0.303; number 39, H, carries 0.276; number 40, H, carries 0.376; number 41, H, carries 0.401; number 42, H, carries 0.322; number 43, H, carries 0.285; number 44, C, carries -0.904; number 45, N, carries 0.110; number 46, C, carries -0.983; number 47, N, carries 0.147; number 48, C, carries -0.971; number 49, N, carries 0.151; number 50, C, carries -0.977; number 51, P, carries 2.054; number 52, C, carries -1.187; number 53, C, carries -1.216; number 54, H, carries 0.376; number 55, H, carries 0.316; number 56, H, carries 0.305; number 57, H, carries 0.395; number 58, H, carries 0.319; number 59, H, carries 0.393; number 60, H, carries 0.271; number 61, H, carries 0.448; number 62, H, carries 0.379; number 63, H, carries 0.662; number 64, H, carries 0.489; number 65, H, carries 0.404; number 66, C, carries -1.286; number 67, C, carries -0.248; number 68, C, carries 0.283; number 69, C, carries -1.331; number 70, N, carries 0.689; number 71, C, carries -0.779; number 72, Se, carries 0.032; number 73, N, carries 0.759; number 74, C, carries -1.296; number 75, C, carries -0.727; number 76, C, carries 0.727; number 77, C, carries -1.544; number 78, C, carries 0.714; number 79, C, carries -0.686; number 80, C, carries -0.848; number 81, C, carries -0.791; number 82, C, carries -0.758; number 83, C, carries 0.647; number 84, H, carries 0.391; number 85, H, carries 0.197; number 86, H, carries 0.344; number 87, H, carries 0.083; number 88, H, carries 0.486; number 89, H, carries -0.251; number 90, H, carries 0.482; number 91, H, carries 0.141; number 92, H, carries 0.568; number 93, H, carries 0.353; number 94, H, carries 0.460; number 95, H, carries 0.468; number 96, H, carries 0.437; number 97, H, carries -0.023; number 98, H, carries -0.187; number 99, H, carries 0.381

Entry from OMol25: a molecular structure, C30H57FInN4O18 (wB97M-V/def2-TZVPD).

Computed properties:
Multiplicity: 1
Maximum force (eV Å⁻¹): 3.9
Charge: -1

CARTESIAN COORDINATES (ANGSTROEM)
C  2.35992  1.00456  8.95023
C  1.22206  -0.07157  9.25747
In  -0.10681  -0.47832  7.47686
F  -1.51648  -1.88959  8.15298
C  -1.10165  1.46340  6.95361
C  -1.58619  1.59243  5.45732
C  -2.86804  0.74739  5.08180
C  -3.38768  -0.23182  6.19633
N  -4.81231  -0.59225  5.80401
C  -5.19200  -1.73044  6.60727
N  -5.46573  -1.62371  7.85486
N  -5.20039  -3.01123  5.92616
C  1.19268  -1.31317  5.81029
C  0.78511  -1.32142  4.40667
C  1.54716  -1.87558  3.29075
C  2.84383  -2.44145  3.73630
C  3.13695  -2.34369  5.14684
N  2.40174  -1.84610  6.16637
H  2.11602  1.97500  9.46707
H  3.36881  0.64864  9.29899
H  2.42142  1.19555  7.84709
H  0.57841  0.27873  10.10968
H  1.71097  -1.02570  9.59576
H  -1.97358  1.65676  7.63742
H  -0.38177  2.30865  7.14040
H  -1.86484  2.67862  5.30159
H  -0.72723  1.41881  4.74997
H  -3.72457  1.39226  4.73847
H  -2.61050  0.10454  4.19079
H  -3.45473  0.20788  7.21516
H  -2.81828  -1.18915  6.14425
H  -5.40469  0.16623  6.16085
H  -5.68762  -2.56131  8.21864
H  -4.27975  -3.06784  5.47854
H  -5.23142  -3.78206  6.59440
H  -0.21191  -0.87232  4.16947
H  1.19980  -1.89032  2.23888
H  3.54633  -2.91257  3.01261
H  4.14081  -2.74914  5.44288
C  -8.53874  -2.97011  5.77116
O  -9.69767  -3.71105  6.16884
C  -9.45774  -4.64485  7.09091
O  -8.38910  -4.89520  7.58612
O  -10.61632  -5.25915  7.37211
C  -10.50665  -6.28947  8.35135
H  -8.85113  -2.24373  5.02297
H  -8.11543  -2.43211  6.61992
H  -7.79487  -3.62827  5.32452
H  -10.15989  -5.88249  9.30183
H  -9.83952  -7.08007  8.00590
H  -11.49972  -6.71190  8.49616
C  -2.27033  -3.63880  1.13096
O  -1.36052  -3.06106  0.19077
C  -1.70723  -3.23336  -1.08728
O  -2.68464  -3.81264  -1.48554
O  -0.77537  -2.64715  -1.85085
C  -1.01627  -2.75041  -3.25346
H  -1.88658  -3.43662  2.12942
H  -3.25741  -3.18465  1.04051
H  -2.32949  -4.71904  0.99522
H  -1.95292  -2.26027  -3.52078
H  -1.02554  -3.79509  -3.56674
H  -0.20085  -2.24171  -3.76475
C  -0.36458  3.82194  -5.34001
O  -0.57443  3.72494  -3.93248
C  -0.53012  2.47441  -3.45824
O  -0.33377  1.47842  -4.10923
O  -0.74029  2.52303  -2.14107
C  -0.71951  1.24767  -1.49717
H  -0.42149  4.87420  -5.61243
H  0.62372  3.44779  -5.60862
H  -1.14100  3.28218  -5.88355
H  0.25519  0.77334  -1.61354
H  -1.50902  0.60570  -1.88919
H  -0.90045  1.40908  -0.43632
C  2.90274  4.09858  -11.00192
O  2.69323  3.99755  -9.59304
C  2.73738  2.74685  -9.11971
O  2.93178  1.75169  -9.76822
O  2.52757  2.79646  -7.79944
C  2.54694  1.52254  -7.15356
H  2.84544  5.15186  -11.27066
H  3.89113  3.72585  -11.27177
H  2.12654  3.55968  -11.54629
H  3.52050  1.04520  -7.26896
H  1.75612  0.88123  -7.54338
H  2.36562  1.68591  -6.09259
C  8.85944  -3.65287  0.85111
O  7.47370  -3.34050  0.97538
C  6.76865  -3.51559  -0.14774
O  7.20357  -3.89991  -1.20351
O  5.49812  -3.18958  0.10698
C  4.62106  -3.32873  -1.00985
H  9.32411  -3.47334  1.81894
H  8.99564  -4.70274  0.58919
H  9.33501  -3.00739  0.11180
H  4.58694  -4.36555  -1.34603
H  4.92631  -2.67007  -1.82367
H  3.62464  -3.03709  -0.68258
C  4.19970  7.64174  -15.97231
O  5.03404  8.43654  -15.13036
C  5.10562  8.00623  -13.86585
O  4.54238  7.04295  -13.41379
O  5.91192  8.83275  -13.19190
C  6.08229  8.49157  -11.81604
H  4.21960  8.08479  -16.96633
H  4.57950  6.62172  -16.03848
H  3.17119  7.64624  -15.61009
H  6.53677  7.50535  -11.71720
H  5.12861  8.52986  -11.28877
H  6.75194  9.22802  -11.37583

Mulliken atomic charge list, values in e, 99 entries: number 1, C, carries -0.737; number 2, C, carries -0.844; number 3, In, carries 1.038; number 4, F, carries -0.781; number 5, C, carries -1.254; number 6, C, carries -0.407; number 7, C, carries -0.507; number 8, C, carries -0.268; number 9, N, carries -0.556; number 10, C, carries 0.293; number 11, N, carries -0.635; number 12, N, carries -0.451; number 13, C, carries -0.103; number 14, C, carries 0.177; number 15, C, carries -0.644; number 16, C, carries -0.285; number 17, C, carries -0.286; number 18, N, carries -0.419; number 19, H, carries 0.217; number 20, H, carries 0.260; number 21, H, carries 0.166; number 22, H, carries 0.298; number 23, H, carries 0.261; number 24, H, carries 0.344; number 25, H, carries 0.381; number 26, H, carries 0.324; number 27, H, carries 0.242; number 28, H, carries 0.377; number 29, H, carries 0.005; number 30, H, carries 0.354; number 31, H, carries 0.136; number 32, H, carries 0.346; number 33, H, carries 0.264; number 34, H, carries 0.267; number 35, H, carries 0.273; number 36, H, carries 0.118; number 37, H, carries 0.463; number 38, H, carries 0.322; number 39, H, carries 0.264; number 40, C, carries -0.629; number 41, O, carries -0.328; number 42, C, carries 0.771; number 43, O, carries -0.539; number 44, O, carries -0.331; number 45, C, carries -0.625; number 46, H, carries 0.303; number 47, H, carries 0.261; number 48, H, carries 0.313; number 49, H, carries 0.293; number 50, H, carries 0.289; number 51, H, carries 0.213; number 52, C, carries -0.665; number 53, O, carries -0.184; number 54, C, carries 0.670; number 55, O, carries -0.557; number 56, O, carries -0.225; number 57, C, carries -0.687; number 58, H, carries 0.185; number 59, H, carries 0.307; number 60, H, carries 0.318; number 61, H, carries 0.299; number 62, H, carries 0.324; number 63, H, carries 0.212; number 64, C, carries -0.458; number 65, O, carries -0.348; number 66, C, carries 0.799; number 67, O, carries -0.551; number 68, O, carries -0.337; number 69, C, carries -0.590; number 70, H, carries 0.243; number 71, H, carries 0.133; number 72, H, carries 0.280; number 73, H, carries 0.290; number 74, H, carries 0.254; number 75, H, carries 0.283; number 76, C, carries -0.621; number 77, O, carries -0.300; number 78, C, carries 0.753; number 79, O, carries -0.535; number 80, O, carries -0.283; number 81, C, carries -0.704; number 82, H, carries 0.217; number 83, H, carries 0.276; number 84, H, carries 0.308; number 85, H, carries 0.346; number 86, H, carries 0.333; number 87, H, carries 0.210; number 88, C, carries -0.639; number 89, O, carries -0.289; number 90, C, carries 0.742; number 91, O, carries -0.549; number 92, O, carries -0.219; number 93, C, carries -0.636; number 94, H, carries 0.219; number 95, H, carries 0.290; number 96, H, carries 0.289; number 97, H, carries 0.321; number 98, H, carries 0.288; number 99, H, carries 0.183

| no. | calculated total energy (eV) |
| --- | --- |
| 1 | -182994.8425 |
| 2 | -82740.6948 |